Record 1
Formula: C2H2NO3
Source: the OMol25 dataset
Level of theory: ωB97M-V/def2-TZVPD

Structure (XYZ):
```
8
Properties=species:S:1:pos:R:3:forces:R:3
C -2.822748 0.080530 -0.137399 0.1 0.9 0.0
C -1.486125 -0.735013 -0.285343 -0.2 -1.0 -2.7
N -0.177808 -0.403457 0.089799 2.2 2.8 -0.7
O -3.608288 0.222507 -1.060567 0.1 -0.5 -0.3
O -2.768084 0.555694 1.000194 -0.2 0.1 0.7
O -0.921000 -1.488909 0.636023 0.1 -2.3 1.1
H -1.794812 -2.083385 -2.173167 0.4 0.9 1.2
H 0.707864 -0.580956 -0.508717 -2.5 -0.9 0.7
```
Positions in Å, forces in eV/Å.

The value obtained for the HOMO energy (alpha / beta) is -3.4 / -4.5 eV. The value obtained for the max |F| is 3.6 eV/A. The calculation puts the lowest unoccupied orbital energy (alpha / beta) at 3.7 / 4.2 eV. As for the net charge: -1.

Atomic partial charges in e from the Löwdin method, atoms 1 to 2:
1. C -0.74
2. C -0.31

Record 2
Formula: C2H2NO3
Source: the OMol25 dataset
Level of theory: ωB97M-V/def2-TZVPD

Structure (XYZ):
```
8
Properties=species:S:1:pos:R:3:forces:R:3
C -0.922603 -0.072342 -0.096296 -1.1 5.7 -0.7
C -0.812223 -2.364747 0.940855 0.2 0.9 1.8
N -0.906506 -0.507218 1.078658 0.5 -2.2 1.2
O 0.292696 -2.694944 0.677995 1.9 0.0 -1.1
O -1.843365 -2.819995 1.295336 -2.3 -0.5 0.1
O -0.879004 0.149777 2.156592 0.0 0.0 -0.1
H -1.116292 1.115222 -0.236918 0.7 -2.6 0.2
H -1.175229 -0.708305 -0.869763 0.0 -1.3 -1.5
```
Positions in Å, forces in eV/Å.

The value obtained for the HOMO energy is -3.7 eV. The value obtained for the max |F| is 5.8 eV/A. The calculation puts the lowest unoccupied orbital energy at 4.4 eV. As for the net charge: -1.

Atomic partial charges in e from the Löwdin method, atoms 1 to 2:
1. C -0.09
2. C -0.67

Record 3
Formula: C2H2NO3S
Source: the OMol25 dataset
Level of theory: ωB97M-V/def2-TZVPD

Structure (XYZ):
```
9
Properties=species:S:1:pos:R:3:forces:R:3
C -2.347581 0.068899 -0.047749 -1.0 2.6 1.6
C 0.063665 0.219157 0.041923 -1.0 0.4 -0.6
N 0.979700 -0.580184 -0.144390 0.9 -2.8 -0.8
O -2.564440 0.992486 0.669851 0.5 -2.5 -1.5
O -0.084989 1.330410 0.426151 0.1 2.2 1.1
O 2.757896 -0.135171 0.094190 1.4 1.7 2.3
S -2.688013 -1.049081 -1.121807 -0.2 -0.6 -0.3
H 1.078841 -1.293614 -0.875956 -0.3 0.8 0.9
H 2.804920 0.447095 0.957788 -0.5 -1.7 -2.5
```
Positions in Å, forces in eV/Å.

The value obtained for the HOMO energy (alpha / beta) is -3.0 / -2.3 eV. The value obtained for the max |F| is 3.2 eV/A. The calculation puts the lowest unoccupied orbital energy (alpha / beta) at 3.1 / 3.2 eV. As for the net charge: -1.

Atomic partial charges in e from the Löwdin method, atoms 1 to 2:
1. C -0.91
2. C -0.55

Record 4
Formula: C2H2NO4S2
Source: the OMol25 dataset
Level of theory: ωB97M-V/def2-TZVPD

Structure (XYZ):
```
11
Properties=species:S:1:pos:R:3:forces:R:3
C -1.641230 0.703768 0.250753 0.8 0.2 -1.2
C 1.843846 0.444666 0.186205 -0.7 1.6 -0.6
N -0.289085 -0.203368 -0.036433 0.7 -0.9 0.5
O -2.392174 0.550339 -0.666628 -1.6 -0.2 -1.0
O -1.534192 1.389707 1.226209 0.4 0.4 1.5
O -0.511928 -1.248679 0.881777 -3.5 2.5 -0.7
O -0.305771 -0.761231 -1.381724 0.7 0.6 0.8
S 2.425789 -0.734909 1.032057 0.4 -0.5 0.3
S 1.858376 1.868933 -0.573201 0.0 -1.2 0.4
H 0.362756 -0.179916 -1.823274 -0.7 -0.6 0.5
H 0.183618 -1.829312 0.904257 3.4 -2.0 -0.3
```
Positions in Å, forces in eV/Å.

The value obtained for the HOMO energy is -4.7 eV. The value obtained for the max |F| is 4.4 eV/A. The calculation puts the lowest unoccupied orbital energy at 3.0 eV. As for the net charge: -1.

Atomic partial charges in e from the Löwdin method, atoms 1 to 2:
1. C -0.74
2. C -1.32

Record 5
Formula: C2H2NOP
Source: the OMol25 dataset
Level of theory: ωB97M-V/def2-TZVPD

Structure (XYZ):
```
7
Properties=species:S:1:pos:R:3:forces:R:3
C -0.055775 1.177117 -0.363273 -0.8 1.6 0.3
C 0.124729 -1.040669 0.120456 -0.1 -3.5 -0.2
N -1.147570 0.727257 0.229308 0.7 3.1 -0.6
O -0.994259 -0.603216 0.552633 -0.2 -0.7 -0.2
P 1.222540 -0.015626 -0.691423 0.5 1.0 -0.6
H -0.023194 2.283396 -0.672488 -0.3 -1.9 0.6
H 0.873529 -2.528259 0.824787 0.3 0.4 0.6
```
Positions in Å, forces in eV/Å.

The value obtained for the HOMO energy (alpha / beta) is -6.9 / -10.1 eV. The value obtained for the max |F| is 3.5 eV/A. The calculation puts the lowest unoccupied orbital energy (alpha / beta) at 0.4 / -3.5 eV. The multiplicity is 3.

Atomic partial charges in e from the Löwdin method, atoms 1 to 2:
1. C -0.44
2. C -0.54

Record 6
Formula: C2H2NOS2
Source: the OMol25 dataset
Level of theory: ωB97M-V/def2-TZVPD

Structure (XYZ):
```
8
Properties=species:S:1:pos:R:3:forces:R:3
C 1.750399 0.066030 -0.111692 0.2 0.3 -1.1
C -0.666782 0.020613 0.138005 -1.5 2.6 -0.2
N 0.549445 -0.267766 0.318807 -0.5 -1.1 0.4
O 2.774110 0.097661 0.540094 0.5 0.1 0.3
S -1.446055 1.643618 -0.123694 1.2 -1.7 0.1
S -1.859038 -1.296518 0.305125 0.3 -0.4 0.1
H 1.789640 0.205138 -1.225832 0.0 0.1 0.3
H -2.891721 -0.468774 0.159189 -0.2 0.0 0.0
```
Positions in Å, forces in eV/Å.

The value obtained for the HOMO energy is -3.9 eV. Its SMILES is [O-]/C=N/C(=S)S. The value obtained for the max |F| is 3.0 eV/A. The calculation puts the lowest unoccupied orbital energy at 3.3 eV. As for the net charge: -1.

Atomic partial charges in e from the Löwdin method, atoms 1 to 2:
1. C -0.46
2. C -1.21

Record 7
Formula: C2H2NPS
Source: the OMol25 dataset
Level of theory: ωB97M-V/def2-TZVPD

Structure (XYZ):
```
7
Properties=species:S:1:pos:R:3:forces:R:3
C -0.416629 1.081294 0.041145 0.1 0.7 1.9
C -0.814455 0.198591 -0.770736 1.1 0.6 3.7
N -0.437258 -0.192299 0.815838 -1.7 1.9 -2.3
P 0.910442 -1.172083 1.336572 0.2 -0.1 1.5
S 1.866219 -1.544444 -0.307756 0.8 -0.3 -1.3
H -0.260830 2.120332 0.373724 0.1 -0.8 -0.5
H -0.847489 -0.491391 -1.488787 -0.6 -2.0 -2.9
```
Positions in Å, forces in eV/Å.

The value obtained for the HOMO energy (alpha / beta) is -6.7 / -8.8 eV. The value obtained for the max |F| is 3.9 eV/A. The calculation puts the lowest unoccupied orbital energy (alpha / beta) at 0.6 / -2.8 eV. The multiplicity is 3.

Atomic partial charges in e from the Löwdin method, atoms 1 to 2:
1. C -0.14
2. C 0.04

Record 8
Formula: C2H2Na8O7
Source: the OMol25 dataset
Level of theory: ωB97M-V/def2-TZVPD

Structure (XYZ):
```
19
Properties=species:S:1:pos:R:3:forces:R:3
Na 5.864219 5.105275 -18.149269 -0.4 -0.3 -0.4
Na 2.926601 6.572729 -19.857456 0.1 -0.3 0.0
Na 8.005007 7.436076 -17.694403 0.1 1.2 0.2
Na 2.731352 10.280412 -19.469159 0.3 0.3 0.1
Na 2.773924 4.889588 -16.361020 -0.1 0.1 0.1
Na 6.207384 6.290555 -14.976287 -0.5 0.5 0.5
Na 5.771827 9.072319 -19.276025 0.4 0.4 0.7
Na 1.652371 9.069267 -16.411177 0.4 -0.4 0.4
C 4.230924 7.771754 -17.144476 1.0 -1.0 -1.4
O 3.710452 8.484589 -18.038075 -2.2 3.0 -2.3
O 3.608731 7.204899 -16.269275 -5.2 -1.4 4.1
O 5.391875 7.385272 -17.258494 6.0 -0.7 -1.3
C 6.522134 10.727986 -17.163085 2.9 -2.8 -0.2
O 5.982123 11.262560 -18.079129 -3.2 1.9 -4.3
O 7.269352 9.709994 -17.294432 0.6 -1.8 -0.2
O 6.397242 11.188215 -16.036012 -0.6 1.3 3.9
O 4.256281 7.501405 -13.675390 0.7 -0.6 0.3
H 3.910468 7.336533 -14.552579 -0.4 0.1 -0.6
H 4.500300 8.426946 -13.683673 0.1 0.4 0.3
```
Positions in Å, forces in eV/Å.

The value obtained for the HOMO energy (alpha / beta) is -14.2 / -14.2 eV. The value obtained for the max |F| is 6.8 eV/A. The calculation puts the lowest unoccupied orbital energy (alpha / beta) at -10.4 / -10.4 eV. As for the net charge: +3. The multiplicity is 2.

Atomic partial charges in e from the Löwdin method, atoms 1 to 2:
1. Na 0.55
2. Na 0.61